(1)
{
  "formula": "C47H40BrN2O4P2ReS2",
  "method": "ωB97M-V with the def2-TZVPD basis set",
  "e_tot_ha": -6356.74718,
  "s_squared": 1.187,
  "charge": 1,
  "multiplicity": 2,
  "homo_ev": [-9.84, -9.73],
  "homo_lumo_gap_ha": [0.203, 0.237],
  "e_lumo_ev": [-4.32, -3.29],
  "symbols": ["Re", "O", "C", "C", "C", "C", "C", "C", "C", "O", "N", "N", "C", "C", "Br", "C", "C", "C", "C", "C", "C", "C", "H", "H", "H", "H", "H", "H", "H", "H", "H", "H", "H", "H", "H", "H", "S", "C", "C", "C", "C", "C", "C", "S", "H", "H", "H", "H", "O", "P", "C", "P", "O", "C", "C", "C", "C", "C", "C", "C", "C", "C", "C", "C", "C", "C", "C", "C", "C", "C", "C", "C", "C", "C", "C", "C", "C", "H", "H", "H", "H", "H", "H", "H", "H", "H", "H", "H", "H", "H", "H", "H", "H", "H", "H", "H", "H", "H", "H"],
  "coordinates": [[1.221, 1.352, -0.571], [4.328, -1.568, -1.850], [4.658, -2.013, -0.624], [5.760, -2.867, -0.539], [6.175, -3.375, 0.670], [5.501, -3.030, 1.832], [4.400, -2.202, 1.760], [3.963, -1.682, 0.548], [2.677, -0.876, 0.509], [2.506, -0.214, -0.669], [2.584, 0.089, 1.612], [1.650, 1.024, 1.480], [1.238, 1.739, 2.483], [0.416, 2.893, 2.342], [-0.051, 3.369, 0.495], [-0.004, 3.732, 3.316], [0.100, 3.570, 4.751], [-0.036, 2.333, 5.389], [0.052, 2.241, 6.765], [0.289, 3.374, 7.529], [0.396, 4.613, 6.912], [0.286, 4.713, 5.540], [3.585, -0.936, -1.755], [6.276, -3.106, -1.455], [7.021, -4.042, 0.711], [5.832, -3.405, 2.785], [3.865, -1.960, 2.667], [1.838, -1.602, 0.652], [2.929, -0.164, 2.533], [1.608, 1.535, 3.487], [-0.457, 4.659, 2.996], [-0.275, 1.458, 4.804], [-0.067, 1.283, 7.252], [0.378, 3.297, 8.602], [0.563, 5.501, 7.503], [0.365, 5.678, 5.062], [3.086, 2.854, -0.649], [3.879, 2.296, -2.096], [5.232, 2.569, -2.282], [5.872, 2.149, -3.430], [5.167, 1.441, -4.400], [3.820, 1.195, -4.241], [3.152, 1.622, -3.095], [1.435, 1.358, -2.944], [5.772, 3.088, -1.504], [6.921, 2.362, -3.575], [5.677, 1.069, -5.275], [3.266, 0.650, -4.989], [-1.235, 1.537, -1.552], [-2.491, 0.805, -1.830], [-2.157, -0.960, -2.216], [-1.165, -1.643, -0.821], [-0.181, -0.660, -0.298], [-2.229, -2.208, 0.538], [-3.558, -2.583, 0.399], [-4.255, -3.065, 1.494], [-3.630, -3.186, 2.723], [-2.305, -2.807, 2.867], [-1.609, -2.318, 1.778], [-0.391, -3.112, -1.554], [-1.140, -4.232, -1.902], [-0.514, -5.309, -2.503], [0.852, -5.279, -2.740], [1.598, -4.166, -2.388], [0.972, -3.078, -1.808], [-3.605, 0.765, -0.402], [-4.968, 0.532, -0.533], [-5.774, 0.553, 0.591], [-5.223, 0.805, 1.838], [-3.862, 1.025, 1.970], [-3.054, 1.000, 0.849], [-3.337, 1.521, -3.260], [-3.536, 2.896, -3.201], [-4.048, 3.567, -4.296], [-4.356, 2.866, -5.451], [-4.163, 1.495, -5.508], [-3.653, 0.817, -4.413], [-1.506, -0.986, -3.097], [-3.061, -1.533, -2.407], [-4.054, -2.504, -0.557], [-5.288, -3.357, 1.385], [-4.171, -3.585, 3.568], [-1.816, -2.905, 3.824], [-0.573, -2.022, 1.874], [-2.203, -4.260, -1.704], [-1.087, -6.180, -2.785], [1.335, -6.125, -3.204], [2.661, -4.140, -2.563], [1.529, -2.187, -1.563], [-5.395, 0.354, -1.510], [-6.838, 0.393, 0.497], [-5.858, 0.835, 2.710], [-3.437, 1.233, 2.940], [-1.990, 1.175, 0.922], [-3.267, 3.420, -2.294], [-4.187, 4.637, -4.257], [-4.738, 3.391, -6.313], [-4.391, 0.956, -6.416], [-3.500, -0.250, -4.467]],
  "lowdin_spin": [1.28, 0.00, 0.00, 0.00, 0.00, 0.00, 0.00, 0.00, 0.01, 0.08, 0.02, 0.02, -0.02, 0.02, 0.03, -0.02, 0.00, 0.00, 0.00, 0.00, 0.00, 0.00, 0.00, 0.00, 0.00, 0.00, 0.00, 0.00, 0.00, 0.00, 0.00, 0.00, 0.00, 0.00, 0.00, 0.00, -0.16, -0.06, 0.00, -0.02, -0.02, 0.00, -0.05, -0.13, 0.00, 0.00, 0.00, 0.00, 0.04, 0.00, 0.00, 0.00, 0.00, 0.00, 0.00, 0.00, 0.00, 0.00, 0.00, 0.00, 0.00, 0.00, 0.00, 0.00, 0.00, 0.00, 0.00, 0.00, 0.00, 0.00, 0.00, 0.00, 0.00, 0.00, 0.00, 0.00, 0.00, 0.00, 0.00, 0.00, 0.00, 0.00, 0.00, 0.00, 0.00, 0.00, 0.00, 0.00, 0.00, 0.00, 0.00, 0.00, 0.00, 0.00, 0.00, 0.00, 0.00, 0.00, 0.00]
}

=====

(2)
{
  "formula": "C4H5N3OS2",
  "method": "ωB97M-V with the def2-TZVPD basis set",
  "e_tot_ha": -1191.22819,
  "homo_ev": [-8.83, -8.82],
  "homo_lumo_gap_ha": [0.284, 0.284],
  "smiles": "NC(=O)[C@@]1(S)C=C(S)N=N1",
  "e_lumo_ev": [-1.10, -1.10],
  "symbols": ["N", "C", "O", "C", "S", "C", "C", "S", "N", "N", "H", "H", "H", "H", "H"],
  "coordinates": [[-1.357, 1.630, -1.168], [-0.029, 1.344, -1.063], [0.918, 2.096, -1.285], [0.218, -0.117, -0.571], [1.330, -0.767, -1.923], [0.731, -0.026, 0.778], [-0.082, -1.004, 1.503], [-0.068, -1.578, 3.113], [-1.047, -1.472, 0.648], [-0.846, -1.016, -0.511], [-2.058, 0.868, -1.016], [-1.673, 2.455, -1.556], [1.451, -2.026, -1.522], [1.280, 0.796, 1.068], [1.230, -1.183, 3.506]],
  "nbo_charge": [-0.80, 0.70, -0.58, -0.19, 0.07, -0.21, -0.09, 0.10, -0.16, -0.17, 0.42, 0.40, 0.13, 0.24, 0.16]
}

=====

Max |F| readings, ordered: 0.0659; 0.1150 Eh/bohr